1.
A molecular structure, C38H36FN6O5S5Zr. Source: the OMol25 dataset; level of theory: wB97M-V/def2-TZVPD.

```
92
Properties=species:S:1:pos:R:3
Zr 1.710 -1.551 -1.490
S 3.271 -1.389 -3.499
S 0.888 -3.797 -3.005
S 3.908 -3.635 -1.630
S 1.001 0.583 -2.674
S 1.184 -3.745 0.368
F -2.231 3.659 0.775
O 1.023 0.055 -0.130
O 3.150 -1.441 -0.001
O 4.123 -1.682 1.979
O -0.815 -1.610 1.012
O -1.130 -1.641 -3.543
N 3.518 0.585 -9.327
N -1.830 4.496 3.356
N 0.497 3.152 -8.226
N -0.543 -1.686 -1.296
N 1.707 1.168 3.716
N -4.366 5.709 3.618
C -1.040 3.471 2.805
C 1.571 0.580 -4.315
C -1.236 3.064 1.476
C 3.096 -0.269 -5.983
C -5.036 -0.989 -0.276
C 1.540 1.482 -6.555
C -4.014 -1.158 -2.470
C -5.138 -0.981 -1.665
C -0.097 -4.694 -0.487
C 0.504 1.453 1.654
C 2.335 -4.626 -3.704
C -2.554 4.340 4.587
C -2.105 5.724 2.653
C 3.281 -1.172 1.264
C -2.804 -1.337 -1.833
C 0.973 2.401 -7.498
C -2.701 -1.336 -0.458
C -4.057 4.417 4.332
C -1.431 -1.574 -2.377
C 2.576 0.607 -6.923
C 1.895 1.427 5.148
C -3.805 -1.167 0.352
C -0.068 2.835 3.554
C 3.876 -4.414 -0.002
C 3.099 0.605 -8.257
C 1.296 0.403 1.033
C -0.483 2.091 0.895
C 2.482 0.247 3.112
C -3.586 5.858 2.334
C 0.711 1.811 2.992
C 3.432 -5.006 -2.721
C 1.051 1.463 -5.259
C 2.596 -0.294 -4.685
C 2.341 -0.150 1.816
C 0.230 -5.111 -1.917
C 2.529 -4.971 0.419
C 0.835 0.747 6.002
C -1.261 -1.561 -0.122
H 4.315 -5.316 -3.280
H -4.637 4.403 5.254
H -5.366 5.769 3.426
H -0.321 -5.581 0.107
H -2.270 5.112 5.317
H -3.835 6.830 1.911
H -1.783 6.580 3.264
H 1.978 -5.507 -4.238
H 0.954 -5.923 -1.926
H -0.977 -4.057 -0.462
H 1.918 2.505 5.311
H 2.591 -5.338 1.444
H 3.897 -0.941 -6.263
H -0.680 -5.488 -2.386
H -6.107 -0.844 -2.127
H -4.139 6.493 4.236
H -1.545 5.766 1.722
H 2.709 -3.912 -4.436
H 4.629 -5.203 0.019
H 0.252 2.137 -4.980
H -4.384 3.614 3.674
H -0.640 1.791 -0.134
H 2.883 1.052 5.405
H 0.868 -0.333 5.860
H -2.335 3.372 5.034
H 0.096 3.168 4.568
H -5.928 -0.865 0.324
H 1.015 0.961 7.055
H -4.084 -1.161 -3.549
H -0.168 1.088 5.746
H 3.261 -0.207 3.712
H -3.916 5.064 1.668
H 4.205 -3.627 0.679
H -3.714 -1.187 1.430
H 2.231 -5.813 -0.204
H 3.127 -5.849 -2.104
```

Its HOMO energy is -8.960 eV. The total energy is -117343.13031 eV. Its total charge is +1. For the energy above the lowest of the compared OMol25 structures with the same formula, charge and spin, the calculation gives 104.9 kJ/mol. The largest force on an atom is 0.5 eV Å⁻¹.

2.
A gas-phase ion, C6H9N2O2 (charge +1) in a non-equilibrium geometry. Source: the OMol25 dataset; level of theory: wB97M-V/def2-TZVPD.

```
19
Properties=species:S:1:pos:R:3
O -1.968 -2.402 0.053
O -3.033 1.284 -0.737
N -1.052 -1.414 0.144
N 0.038 -1.736 -0.261
C 1.227 -0.934 -0.386
C 1.064 0.605 -0.518
C -0.870 1.205 0.549
C -1.480 -0.181 0.763
C 0.546 1.458 0.609
C -1.963 0.954 -0.148
H -3.866 0.904 -0.395
H -1.864 -3.222 -0.423
H 0.704 2.447 0.587
H 1.888 -1.191 0.487
H -2.073 -0.560 1.577
H 1.735 -1.359 -1.269
H 2.034 0.765 -1.007
H 0.399 0.848 -1.278
H 1.087 1.152 1.457
```

Its HOMO energy is -13.831 eV. The total energy is -13429.33832 eV. Its total charge is +1. For the energy above the lowest of the compared OMol25 structures with the same formula, charge and spin, the calculation gives 743.5 kJ/mol. The largest force on an atom is 4.6 eV Å⁻¹. The structure (SMILES) is OC1=C2CCCN=[N+](O)[C@H]12.

3.
C5H10O in the gas phase. Source: the OMol25 dataset; level of theory: wB97M-V/def2-TZVPD.

```
16
Properties=species:S:1:pos:R:3
O -0.970 0.144 1.742
C 0.832 0.953 0.211
C 1.791 0.406 -0.845
C -1.023 -0.839 0.714
C -1.875 -0.532 -0.493
C 0.232 -0.150 1.045
H -1.142 -1.853 1.102
H 0.028 1.534 -0.252
H 1.279 -0.297 -1.512
H -2.895 -0.294 -0.173
H -1.921 -1.403 -1.153
H 0.961 -0.713 1.637
H 2.209 1.211 -1.456
H 2.627 -0.127 -0.379
H 1.362 1.642 0.881
H -1.496 0.317 -1.068
```

Its HOMO energy is -10.045 eV. The total energy is -7393.65453 eV. Its total charge is 0. For the energy above the lowest of the compared OMol25 structures with the same formula, charge and spin, the calculation gives 107.2 kJ/mol. The largest force on an atom is 0.3 eV Å⁻¹. The structure (SMILES) is CC[C@H]1O[C@H]1C.

4.
C20H19ClN2O4 in the gas phase. Source: the OMol25 dataset; level of theory: wB97M-V/def2-TZVPD.

```
46
Properties=species:S:1:pos:R:3
Cl 6.848 -1.800 1.986
O 3.424 2.127 -0.701
O 1.416 0.295 -0.739
O -3.333 1.618 1.692
O -1.708 3.122 1.669
N 0.016 1.700 0.408
N -0.928 -1.027 -0.466
C -0.904 -1.447 -2.870
C -1.214 1.060 0.686
C 4.148 1.197 -0.017
C -4.998 0.005 2.000
C 4.644 -0.251 1.838
C 6.161 -0.132 -0.025
C -1.656 -0.196 0.304
C -2.068 1.990 1.391
C -1.460 -0.087 -3.273
C -5.442 -1.296 1.919
C 1.159 1.364 -0.208
C 5.331 0.785 -0.633
C -2.940 -0.612 0.856
C -3.742 0.342 1.498
C -1.433 -1.896 -1.504
C -4.619 -2.275 1.374
C 2.175 2.515 -0.200
C 3.813 0.672 1.226
C -3.388 -1.939 0.854
C 5.813 -0.648 1.215
H 7.073 -0.448 -0.506
H -1.185 -2.195 -3.613
H -1.101 -2.923 -1.309
H 0.186 -1.399 -2.830
H -1.083 0.201 -4.250
H -4.940 -3.305 1.362
H 0.024 -0.693 -0.663
H -2.525 -1.871 -1.518
H 5.578 1.200 -1.597
H -1.164 0.677 -2.558
H -2.743 -2.716 0.480
H -2.548 -0.113 -3.317
H -0.050 2.641 0.808
H 2.257 2.943 0.809
H 1.824 3.296 -0.883
H 4.379 -0.659 2.801
H -5.587 0.779 2.464
H 2.904 0.959 1.731
H -6.413 -1.560 2.309
```

Its HOMO energy is -8.023 eV. The total energy is -44741.81051 eV. Its total charge is 0. For the energy above the lowest of the compared OMol25 structures with the same formula, charge and spin, the calculation gives 0.0 kJ/mol. The largest force on an atom is 0.8 eV Å⁻¹. The structure (SMILES) is CCCNc1c(NC(=O)COc2ccc(Cl)cc2)c(=O)oc2ccccc12.

5.
A molecular structure, C45H40Br2N11O3SSiTi. Source: the OMol25 dataset; level of theory: wB97M-V/def2-TZVPD.

```
104
Properties=species:S:1:pos:R:3
Br -5.742 1.923 -2.433
Br 9.148 -1.419 0.288
Ti -0.818 0.063 0.913
S -1.757 -2.241 0.248
Si -1.446 2.230 3.182
O -4.085 -0.881 3.019
O 0.425 -0.337 -0.308
O -2.545 0.114 1.760
N -2.089 -0.585 -1.932
N 1.890 -2.477 0.689
N -2.587 -2.729 -2.221
N 0.510 -0.465 2.478
N 4.967 -3.600 -3.553
N 2.797 -3.341 4.981
N -2.582 3.311 -0.533
N -0.578 1.878 1.655
N 3.812 -3.018 -3.829
N -1.827 0.533 -1.178
N 2.222 0.874 6.304
C -6.299 -1.690 -0.490
C -1.614 2.964 -1.381
C 1.133 -0.707 3.422
C 7.887 -3.382 -1.371
C -4.664 -0.458 0.774
C 3.568 -3.943 -0.987
C 2.549 -3.518 1.128
C 2.724 3.057 0.385
C 2.589 4.436 0.481
C 3.053 -2.383 -2.878
C 6.916 -3.852 -2.229
C 6.737 -1.269 -1.250
C 1.287 -1.012 -1.096
C 0.376 4.108 1.371
C -0.527 3.524 4.207
C -5.630 0.488 -1.186
C -2.139 -1.764 -1.360
C -1.536 0.817 4.423
C 7.796 -2.083 -0.885
C 1.704 2.210 0.787
C -4.760 0.601 -0.116
C -6.396 -0.643 -1.398
C -5.448 -1.593 0.598
C 2.386 -2.280 4.782
C -0.751 3.907 -1.942
C -1.971 5.609 -0.809
C -1.627 1.574 -1.913
C 0.491 2.717 1.280
C -1.527 1.518 -3.415
C 2.047 -2.113 -0.611
C 2.237 -1.334 -3.299
C 2.070 0.042 5.518
C 1.885 -0.977 4.553
C -2.434 -4.157 -2.062
C 5.755 -1.744 -2.102
C -3.171 2.919 2.861
C 3.389 -4.306 0.319
C -3.686 -4.891 -2.519
C 1.388 -0.662 -2.424
C -3.729 -0.415 1.958
C 2.920 -2.801 -1.500
C -0.936 5.245 -1.655
C -2.742 4.601 -0.255
C 1.405 4.951 0.987
C 5.815 -3.058 -2.626
H -7.049 -0.708 -2.258
H -5.357 -2.401 1.312
H 1.852 1.142 0.732
H -0.931 3.434 5.221
H -4.543 -4.582 -1.920
H -3.543 4.837 0.438
H 1.269 6.024 1.071
H -2.184 2.265 -3.862
H 4.941 -1.090 -2.382
H -0.504 1.755 -3.723
H 0.051 3.588 -2.593
H -3.541 2.625 1.880
H -2.711 -2.378 -3.159
H 0.772 0.154 -2.781
H 2.417 -3.766 2.177
H 3.395 5.092 0.179
H -2.472 0.936 4.978
H -3.868 2.549 3.616
H -3.910 -4.673 -3.567
H 3.643 2.623 0.009
H 6.980 -4.856 -2.632
H -0.556 4.533 1.719
H 0.543 3.312 4.272
H -0.656 4.559 3.889
H -1.559 -4.516 -2.616
H -6.888 -2.586 -0.643
H -1.545 -0.186 4.014
H -0.274 5.990 -2.078
H -4.154 1.487 0.008
H -3.165 4.012 2.915
H 8.716 -4.014 -1.080
H -0.712 0.906 5.137
H 4.199 -4.527 -1.643
H -2.163 6.644 -0.559
H -1.780 0.529 -3.778
H 6.674 -0.258 -0.866
H 2.299 -1.039 -4.339
H -2.245 -4.355 -1.009
H -3.557 -5.970 -2.421
H 3.884 -5.173 0.735
```

Its HOMO energy (alpha / beta) is -1.090 / -2.146 eV. The total energy is -251766.61596 eV. The expectation value of S² is 0.785. Its total charge is -2. For the energy above the lowest of the compared OMol25 structures with the same formula, charge and spin, the calculation gives 145.2 kJ/mol. Its spin multiplicity is 2. The largest force on an atom is 0.8 eV Å⁻¹.

6.
A molecular structure, C33H34GeN4O5V in a non-equilibrium geometry. Source: the OMol25 dataset; level of theory: wB97M-V/def2-TZVPD.

```
78
Properties=species:S:1:pos:R:3
Ge -0.317 1.917 -1.317
V -0.520 -0.508 1.905
O -2.681 2.397 -0.293
O -0.934 1.215 0.374
O -2.660 -3.220 3.849
O -0.944 -2.055 3.027
O -6.483 -0.670 1.250
N 1.393 -0.544 1.948
N -0.243 0.572 3.511
N -2.391 -0.405 1.806
N -0.222 -1.721 0.417
C 3.745 1.381 4.107
C -2.470 0.242 -4.756
C 1.059 0.810 3.785
C 2.273 1.863 -2.577
C -1.513 1.196 -4.037
C -3.063 0.523 1.101
C 4.285 1.777 -4.069
C 3.712 1.376 -2.715
C 0.470 -3.769 -1.364
C 3.339 0.628 3.009
C -5.156 -0.574 1.477
C -3.090 -1.385 2.392
C -4.455 -1.516 2.252
C -2.181 -2.326 3.173
C -2.529 0.465 -6.263
C -1.437 0.809 -2.564
C 1.475 -3.131 -0.606
C 0.493 1.947 5.833
C 2.001 -1.457 1.151
C 3.729 -2.854 0.183
C 2.838 -3.466 -0.667
C 1.999 0.260 2.859
C -2.235 1.479 0.381
C 2.863 1.799 5.074
C 1.489 1.533 4.924
C -4.442 0.475 0.911
C 1.610 1.405 -1.280
C 1.065 -2.115 0.293
C -0.835 -3.371 -1.206
C -1.153 0.989 4.381
C -0.822 1.663 5.558
C 3.332 -1.877 1.090
C -1.138 -2.337 -0.318
H 4.792 1.633 4.197
H 3.696 1.338 -4.872
H 1.691 1.492 -3.426
H 4.077 0.351 2.274
H -3.233 -0.231 -6.716
H -6.838 -1.451 1.697
H 2.127 1.844 -0.425
H -0.526 1.140 -4.501
H -1.033 -0.206 -2.480
H -4.927 1.232 0.315
H -2.194 0.791 4.150
H -1.631 -3.847 -1.757
H 5.311 1.438 -4.175
H 0.744 -4.558 -2.049
H -1.605 1.958 6.241
H 1.685 0.320 -1.179
H 0.780 2.482 6.724
H -4.967 -2.348 2.718
H -1.870 2.222 -4.139
H -3.471 0.365 -4.335
H -2.155 -0.787 -4.564
H -2.451 0.797 -2.163
H -2.851 1.477 -6.493
H 3.207 2.337 5.944
H 3.736 0.288 -2.614
H 2.254 2.956 -2.628
H 4.769 -3.147 0.164
H 4.071 -1.486 1.767
H -1.553 0.305 -6.715
H 4.321 1.800 -1.913
H -0.473 3.431 -1.275
H 3.159 -4.221 -1.367
H -2.160 -1.990 -0.215
H 4.260 2.859 -4.183
```

Its HOMO energy (alpha / beta) is -5.606 / -5.821 eV. The total energy is -133177.37730 eV. The expectation value of S² is 0.797. Its total charge is 0. For the energy above the lowest of the compared OMol25 structures with the same formula, charge and spin, the calculation gives 43.6 kJ/mol. Its spin multiplicity is 2. The largest force on an atom is 2.6 eV Å⁻¹.

7.
C4H7NS in the gas phase in a non-equilibrium geometry. Source: the OMol25 dataset; level of theory: wB97M-V/def2-TZVPD.

```
13
Properties=species:S:1:pos:R:3
S 0.197 -1.323 -3.044
N 1.076 -0.169 0.503
C 0.172 0.068 -0.681
C -0.988 0.438 0.299
C 0.090 0.483 1.405
C 0.000 -1.207 -1.426
H 0.012 -2.038 -0.681
H -1.453 1.402 0.084
H 0.342 1.526 1.700
H -0.201 0.024 2.403
H -1.601 -0.487 0.356
H 1.952 0.299 0.267
H 0.403 0.986 -1.186
```

Its HOMO energy is -8.722 eV. The total energy is -16584.56083 eV. Its total charge is 0. For the energy above the lowest of the compared OMol25 structures with the same formula, charge and spin, the calculation gives 228.7 kJ/mol. The largest force on an atom is 1.8 eV Å⁻¹. The structure (SMILES) is S=C[C@H]1CCN1.

8.
A molecular structure, C26H17ClIMgN3O4 in a non-equilibrium geometry. Source: the OMol25 dataset; level of theory: wB97M-V/def2-TZVPD.

```
53
Properties=species:S:1:pos:R:3
I 5.367 0.343 0.148
Cl 4.808 -5.282 -0.007
Mg 0.003 -0.051 -0.044
O -1.514 -1.115 -0.232
O 0.820 1.806 -0.628
O -0.235 -0.631 1.862
O 2.074 -0.081 0.028
N -1.711 0.975 -0.090
N 0.631 -2.161 -0.076
N -2.489 1.063 1.032
C 3.975 -3.740 0.001
C 1.962 -2.396 -0.036
C -1.085 4.736 -1.850
C 4.726 -2.599 0.053
C -4.141 -1.796 2.776
C -0.150 -3.225 -0.126
C 1.947 2.502 -0.049
C 1.687 -4.769 -0.098
C 4.104 -1.338 0.063
C -5.073 0.180 1.688
C 2.558 -3.675 -0.045
C -1.461 -0.960 2.109
C -3.923 -0.577 2.047
C -2.379 4.304 -1.590
C -3.029 -2.564 3.148
C 0.335 -4.546 -0.137
C -0.223 2.683 -0.931
C -6.539 -1.429 2.741
C -5.462 -2.188 3.104
C -1.755 -2.155 2.830
C -6.335 -0.222 2.019
C -0.009 3.920 -1.525
C -2.593 3.068 -1.010
C -1.524 2.228 -0.660
C 2.717 -1.176 0.020
C -2.621 -0.176 1.712
H -5.623 -3.110 3.657
H 1.602 3.253 0.662
H -3.225 4.933 -1.845
H 2.546 2.961 -0.836
H 2.070 -5.782 -0.107
H 0.995 4.248 -1.754
H -0.914 -2.768 3.142
H -3.158 -3.491 3.702
H -3.598 2.722 -0.813
H 5.804 -2.670 0.088
H -4.939 1.101 1.137
H -0.911 5.700 -2.312
H -7.184 0.387 1.726
H -0.360 -5.374 -0.177
H 2.565 1.788 0.466
H -7.543 -1.749 3.004
H -1.212 -3.006 -0.158
```

Its HOMO energy (alpha / beta) is -0.363 / 0.428 eV. The total energy is -65964.99052 eV. Its total charge is -2. For the energy above the lowest of the compared OMol25 structures with the same formula, charge and spin, the calculation gives 171.8 kJ/mol. The largest force on an atom is 3.8 eV Å⁻¹.

9.
C3H5NS in the gas phase in a non-equilibrium geometry. Source: the OMol25 dataset; level of theory: wB97M-V/def2-TZVPD.

```
10
Properties=species:S:1:pos:R:3
S 1.088 1.368 -2.468
N -0.218 0.647 -0.164
C 0.826 0.361 -1.223
C -0.868 -0.515 0.277
C -0.015 0.124 1.203
H -0.462 1.028 1.878
H 0.864 -0.396 1.477
H 1.297 -0.723 -0.999
H -0.525 -1.422 -0.001
H -1.987 -0.471 0.019
```

Its HOMO energy is -9.003 eV. The total energy is -15513.97996 eV. Its total charge is 0. For the energy above the lowest of the compared OMol25 structures with the same formula, charge and spin, the calculation gives 279.1 kJ/mol. The largest force on an atom is 5.7 eV Å⁻¹. The structure (SMILES) is S=CN1CC1.

no.,M (u)
1,927.3
2,141.2
3,86.1
4,386.8
5,1050.7
6,690.2
7,101.2
8,622.1
9,87.1